1.
ORCA calculation (ωB97M-V with the def2-TZVPD basis set) on a 2-piece molecular cluster, C5H10O overall.

Each line ends with the Mulliken charge.
Element x y z (Å)
C  0.75605  -0.31117  1.59670  -0.7671
C  0.42563  -0.23580  0.31206  0.0378
C  1.03467  0.44820  -0.89658  -0.3956
C  0.30652  -0.60448  -1.77186  -0.6320
C  -0.59238  -0.94659  -0.55601  -0.3733
H  1.59615  0.24765  2.00220  0.2726
H  0.20979  -0.95444  2.28389  0.2909
H  2.12607  0.50185  -0.94612  0.3183
H  0.61756  1.45149  -1.04198  0.1877
H  -0.18924  -0.24705  -2.67677  0.2891
H  0.96507  -1.43687  -2.03320  0.2494
H  -0.79757  -1.99903  -0.33940  0.3280
H  -1.53424  -0.38681  -0.57602  0.1988
O  -1.74096  1.80704  1.32693  -0.6656
H  -2.30545  1.29189  1.91492  0.3156
H  -0.87767  1.37413  1.40125  0.3456

Forces on atoms 1 to 3 (eV/Å):
C 0.0 0.0 -0.1
C 0.1 0.0 0.3
C 0.1 0.1 0.0

As for the HOMO-LUMO gap: 10.58 eV. The SMILES is C=C1CCC1.O. As for the spin multiplicity: 1. The energy is -271.69845 a.u. The calculation puts the energy relative to the best compared isomer or geometry (same formula, charge and spin) at 34.0 kcal/mol.

---

2.
ORCA calculation (ωB97M-V with the def2-TZVPD basis set) on C5H10O as an isolated structure.

Each line ends with the Mulliken charge.
Element x y z (Å)
C  -0.78367  -0.26620  -1.16876  -1.2800
C  0.31521  0.07917  -0.38950  0.8497
C  1.51089  -0.83974  -0.29832  -1.3031
C  0.33492  1.37198  0.36962  -0.5066
C  -0.37545  0.51005  1.35397  -0.0803
O  -1.63646  0.46505  1.46228  -0.5234
H  -0.71260  -1.15369  -1.79535  0.3966
H  -1.89654  -0.76695  -0.27630  -0.0403
H  -1.43212  0.51612  -1.55803  0.3691
H  2.01146  -0.78030  0.67414  0.3259
H  2.25538  -0.56906  -1.05710  0.2997
H  1.23118  -1.88546  -0.46437  0.3861
H  1.32870  1.71308  0.66220  0.2780
H  -0.28521  2.16924  -0.04036  0.2736
H  0.24258  -0.13506  1.99403  0.3539
H  -2.10827  -0.42822  0.53183  0.2012

Forces on atoms 1 to 3 (eV/Å):
C 0.1 0.1 0.0
C 0.0 -0.2 -0.2
C 0.1 0.0 0.0

As for the HOMO-LUMO gap: 9.37 eV. As for the spin multiplicity: 1. The energy is -271.61450 a.u. The calculation puts the energy relative to the best compared isomer or geometry (same formula, charge and spin) at 86.7 kcal/mol.

---

3.
ORCA calculation (ωB97M-V with the def2-TZVPD basis set) on a 2-piece molecular cluster, C5H10O overall at a distorted geometry.

Each line ends with the Mulliken charge.
Element x y z (Å)
C  1.55001  0.56365  -0.33227  -0.8475
C  1.16844  -0.57164  0.24296  0.0479
C  1.25825  -0.81237  1.73204  -1.0963
H  1.89650  0.60809  -1.36060  0.3214
H  1.97414  1.32477  0.31789  0.2645
H  0.68853  -1.39681  -0.27105  0.3903
H  1.00645  -1.83887  1.98474  0.3064
H  0.59081  -0.13509  2.28338  0.2523
H  2.24034  -0.55214  2.11580  0.3635
C  -1.69076  0.69042  -1.51893  -0.7499
C  -1.83027  0.00583  -0.19330  0.1732
O  -2.11495  -1.15614  -0.06611  -0.4862
H  -0.65817  0.58980  -1.84510  0.1445
H  -2.35127  0.27572  -2.28408  0.2951
H  -1.98086  1.74438  -1.50038  0.2906
H  -1.74720  0.66042  0.69502  0.3301

Forces on atoms 1 to 3 (eV/Å):
C 1.5 -0.6 0.3
C -0.4 -0.1 0.6
C -0.5 0.7 0.1

As for the HOMO-LUMO gap: 10.72 eV. The SMILES is C=CC.CC=O. As for the spin multiplicity: 1. The energy is -271.68881 a.u. The calculation puts the energy relative to the best compared isomer or geometry (same formula, charge and spin) at 40.0 kcal/mol.

---

4.
ORCA calculation (ωB97M-V with the def2-TZVPD basis set) on a 2-piece molecular cluster, C5H10O overall.

Each line ends with the Mulliken charge.
Element x y z (Å)
C  -1.55944  0.63950  -0.11986  -1.4077
C  -0.58343  -0.09449  0.77712  0.1892
C  -0.23293  -1.56846  0.58616  -0.2924
O  1.09391  -1.34476  0.69457  -0.3274
C  0.94760  0.10853  0.67939  0.3344
C  1.50213  0.67576  -0.60308  -1.2957
H  -1.68349  1.68202  0.19521  0.3454
H  -2.54059  0.15671  -0.06778  0.3804
H  -1.23607  0.61989  -1.16491  0.3107
H  -0.89997  0.00794  1.82341  0.2912
H  -0.53245  -1.66270  -1.18706  -0.0584
H  -0.63428  -2.21003  -0.39579  0.2463
H  1.43197  0.54082  1.56216  0.3278
H  2.58886  0.55409  -0.63193  0.3676
H  1.26733  1.74255  -0.68373  0.3099
H  1.07085  0.15262  -1.46387  0.2788

Forces on atoms 1 to 3 (eV/Å):
C 0.0 0.0 0.0
C -0.1 0.0 0.0
C -0.1 0.0 -0.1

As for the HOMO-LUMO gap: 8.92 eV. As for the spin multiplicity: 1. The energy is -271.57064 a.u. The calculation puts the energy relative to the best compared isomer or geometry (same formula, charge and spin) at 114.2 kcal/mol.